1.
20
Properties=species:S:1:pos:R:3 method="wB97M-V/def2-TZVPD" e_homo_ha=-0.3236 max_force_ha_per_bohr=0.0386 e_lumo_ev=0.61 energy_ev=-12891.2873 charge=0 relative_energy_kj_mol=148.85 homo_lumo_gap_ev=9.42
H -0.299 0.679 1.225
N 0.008 0.366 2.143
C 0.730 -0.664 2.057
N 1.405 -1.148 3.161
N 1.006 -1.307 0.840
C 2.065 -0.565 0.085
H 1.575 -2.136 3.116
H 1.302 -0.706 4.052
H 1.420 -2.201 1.091
H 1.722 0.452 0.043
H 1.933 -0.835 -0.965
H 3.048 -0.743 0.503
C -2.049 1.148 -3.240
C -1.251 0.821 -2.011
O -0.080 0.592 -2.092
O -1.814 0.954 -0.778
H -1.564 2.019 -3.655
H -3.124 1.161 -3.074
H -1.864 0.295 -3.893
H -2.634 0.460 -0.643

---

2.
20
Properties=species:S:1:pos:R:3 method="wB97M-V/def2-TZVPD" e_homo_ha=-0.3215 max_force_ha_per_bohr=0.0311 e_lumo_ev=0.71 energy_ev=-12891.6218 charge=0 relative_energy_kj_mol=116.57 homo_lumo_gap_ev=9.46
C -0.254 -3.079 -0.423
N 0.690 -1.984 -0.354
C 0.991 -1.520 0.791
N 0.610 -2.036 2.027
N 1.512 -0.238 0.906
H -0.963 -3.034 0.408
H 0.304 -4.018 -0.350
H -0.813 -3.167 -1.346
H 0.024 -1.504 2.645
H 0.593 -3.027 2.174
H 2.400 -0.071 1.348
H 1.422 0.267 0.061
C -1.902 1.463 -1.291
C -0.815 2.299 -0.684
O -0.406 2.160 0.433
O -0.309 3.225 -1.540
H -1.645 0.422 -1.083
H -1.837 1.459 -2.383
H -2.923 1.742 -1.056
H 0.628 3.371 -1.359

---

3.
20
Properties=species:S:1:pos:R:3 method="wB97M-V/def2-TZVPD" e_homo_ha=-0.3219 max_force_ha_per_bohr=0.0933 e_lumo_ev=0.75 energy_ev=-12891.0161 charge=0 relative_energy_kj_mol=175.01 homo_lumo_gap_ev=9.51
H -1.962 0.137 0.605
N -1.346 -0.575 0.250
C -0.645 -1.368 0.917
N -0.678 -1.530 2.353
N 0.069 -2.362 0.304
C 0.545 -2.219 -1.052
H -0.051 -0.962 2.882
H -1.071 -2.336 2.803
H 0.616 -2.935 0.918
H -0.244 -2.123 -1.814
H 1.188 -3.064 -1.308
H 1.058 -1.249 -1.155
C 0.998 2.620 -0.071
C 0.107 2.398 -1.222
O 0.135 1.697 -2.210
O -1.103 3.012 -0.993
H 1.333 1.659 0.351
H 0.845 3.253 0.796
H 1.922 2.892 -0.597
H -1.715 3.054 -1.758

---

4.
20
Properties=species:S:1:pos:R:3 method="wB97M-V/def2-TZVPD" e_homo_ha=-0.3445 max_force_ha_per_bohr=0.0795 e_lumo_ev=0.49 energy_ev=-12889.9392 charge=0 relative_energy_kj_mol=278.92 homo_lumo_gap_ev=9.87
H 0.398 -0.720 3.236
N 0.732 -0.837 2.281
C -0.063 -1.132 1.270
N 0.549 -1.600 0.067
N -1.385 -0.747 1.122
C -2.185 -1.576 0.242
H 0.530 -1.017 -0.723
H 1.572 -1.662 0.283
H -1.831 -0.674 2.009
H -1.698 -1.909 -0.727
H -3.068 -1.089 -0.256
H -2.593 -2.450 0.884
C 1.274 1.384 0.037
C 0.621 1.548 -1.274
O 0.850 2.564 -1.846
O -0.101 0.632 -1.999
H 2.219 0.961 0.189
H 0.745 1.087 0.960
H 1.561 2.301 0.563
H -0.978 0.550 -1.593

---

5.
20
Properties=species:S:1:pos:R:3 method="wB97M-V/def2-TZVPD" e_homo_ha=-0.3093 max_force_ha_per_bohr=0.1236 e_lumo_ev=0.79 energy_ev=-12889.3778 charge=0 relative_energy_kj_mol=333.08 homo_lumo_gap_ev=9.20
C 2.204 0.074 -0.411
N 0.892 0.572 -0.138
C 0.190 1.681 -0.344
N 0.785 2.885 -0.728
N -1.130 1.935 -0.008
H 3.138 0.164 0.167
H 2.580 0.082 -1.506
H 1.944 -1.083 -0.168
H 1.712 3.006 -1.019
H 0.056 3.590 -1.204
H -1.675 1.102 -0.033
H -1.091 2.466 0.888
C -0.427 -2.424 -0.776
C -0.752 -1.614 0.338
O -1.578 -0.750 0.482
O -0.345 -2.182 1.662
H -1.411 -2.937 -0.888
H 0.320 -3.302 -0.578
H -0.092 -1.769 -1.689
H -1.216 -1.908 2.151

---

6.
20
Properties=species:S:1:pos:R:3 method="wB97M-V/def2-TZVPD" e_homo_ha=-0.3291 max_force_ha_per_bohr=0.0675 e_lumo_ev=0.75 energy_ev=-12891.4417 charge=0 relative_energy_kj_mol=133.95 homo_lumo_gap_ev=9.71
H -2.152 -0.427 -1.375
N -1.334 -0.288 -0.767
C -1.273 -0.912 0.328
N -0.055 -0.727 1.003
N -2.265 -1.616 1.029
C -3.317 -2.435 0.475
H 0.020 -1.232 1.872
H 0.211 0.225 1.210
H -2.101 -1.706 2.018
H -3.678 -3.372 0.922
H -2.949 -2.812 -0.501
H -4.167 -1.846 0.120
C 3.480 1.063 -0.545
C 2.043 1.666 -0.455
O 1.520 2.246 0.448
O 1.332 1.325 -1.583
H 4.127 1.708 0.055
H 3.597 0.712 -1.548
H 3.481 0.249 0.210
H 0.374 1.382 -1.390

---

7.
20
Properties=species:S:1:pos:R:3 method="wB97M-V/def2-TZVPD" e_homo_ha=-0.3500 max_force_ha_per_bohr=0.0426 e_lumo_ev=0.96 energy_ev=-12889.3270 charge=0 relative_energy_kj_mol=337.98 homo_lumo_gap_ev=10.48
H -3.452 1.444 -2.326
N -2.827 0.773 -1.873
N -2.679 1.098 -0.690
O -2.202 0.047 0.120
C -2.295 0.331 1.503
H -1.287 0.273 1.920
H -2.925 -0.425 1.980
H -2.709 1.330 1.657
C 0.511 -1.160 -1.464
N 1.585 -0.466 -0.797
C 1.637 -0.223 0.544
C 2.960 0.359 1.002
O 0.718 -0.441 1.303
H 0.381 -0.733 -2.460
H 0.692 -2.230 -1.574
H -0.407 -1.072 -0.890
H 2.442 -0.378 -1.321
H 2.863 0.710 2.025
H 3.723 -0.418 0.978
H 3.271 1.182 0.363

---

8.
20
Properties=species:S:1:pos:R:3 method="wB97M-V/def2-TZVPD" e_homo_ha=-0.3406 max_force_ha_per_bohr=0.0587 e_lumo_ev=0.71 energy_ev=-12886.4508 charge=0 relative_energy_kj_mol=615.50 homo_lumo_gap_ev=9.98
C -2.143 -0.021 -0.162
C -0.936 -0.783 -0.550
N 0.325 -0.414 0.115
C 1.050 0.746 -0.511
C 1.880 0.333 -1.674
N 0.345 -0.388 1.477
O -0.106 0.855 2.013
N 1.026 -1.242 2.259
O 0.776 -1.120 3.393
H -2.028 1.049 -0.380
H -2.442 -0.164 0.893
H -2.978 -0.373 -0.787
H -1.064 -1.831 -0.243
H -0.802 -0.772 -1.612
H 1.652 1.248 0.225
H 0.270 1.541 -0.830
H 2.322 1.238 -2.183
H 1.269 -0.299 -2.395
H 2.621 -0.331 -1.352
H -1.038 0.728 2.303

---

9.
20
Properties=species:S:1:pos:R:3 method="wB97M-V/def2-TZVPD" e_homo_ha=-0.3253 max_force_ha_per_bohr=0.0399 e_lumo_ev=0.61 energy_ev=-12891.2171 charge=0 relative_energy_kj_mol=155.61 homo_lumo_gap_ev=9.46
H -0.228 2.394 -0.539
N 0.176 2.155 0.351
C -0.474 1.765 1.360
N 0.109 1.408 2.563
N -1.851 1.563 1.349
C -2.732 2.222 0.415
H 0.952 0.871 2.634
H -0.203 1.867 3.405
H -2.206 1.123 2.181
H -3.700 2.328 0.888
H -2.893 1.564 -0.445
H -2.337 3.114 -0.060
C 0.555 -1.488 -0.773
C 1.449 -2.435 -1.500
O 2.516 -2.795 -1.114
O 1.026 -2.767 -2.779
H 1.186 -0.594 -0.677
H 0.382 -1.767 0.262
H -0.342 -1.169 -1.294
H 0.263 -3.355 -2.751

---

10.
20
Properties=species:S:1:pos:R:3 method="wB97M-V/def2-TZVPD" e_homo_ha=-0.3111 max_force_ha_per_bohr=0.1127 e_lumo_ev=0.69 energy_ev=-12889.6518 charge=0 relative_energy_kj_mol=306.65 homo_lumo_gap_ev=9.15
C 0.041 0.989 3.090
N -0.205 0.065 1.988
C 0.591 -1.022 1.609
N 1.628 -1.693 2.304
N 0.525 -1.694 0.460
H -0.557 0.656 3.981
H -0.365 1.915 2.808
H 1.098 1.130 3.437
H 1.549 -1.401 3.300
H 2.638 -1.463 1.952
H -0.088 -1.410 -0.293
H 0.563 -2.702 0.533
C 0.304 0.983 -3.357
C -0.782 0.618 -2.224
O -1.533 -0.307 -2.453
O -0.886 1.802 -1.473
H 1.065 1.892 -3.251
H -0.298 1.177 -4.234
H 0.723 0.147 -3.934
H -1.539 1.947 -0.864

---

11.
20
Properties=species:S:1:pos:R:3 method="wB97M-V/def2-TZVPD" e_homo_ha=-0.3313 max_force_ha_per_bohr=0.0550 e_lumo_ev=0.85 energy_ev=-12891.7056 charge=0 relative_energy_kj_mol=108.49 homo_lumo_gap_ev=9.86
H 0.192 -3.019 -0.466
N -0.001 -2.113 -0.059
C 1.073 -1.594 0.412
N 2.331 -2.180 0.194
N 0.989 -0.479 1.196
C 1.786 0.687 0.846
H 3.107 -1.754 -0.271
H 2.453 -3.125 0.504
H 0.104 -0.327 1.645
H 2.854 0.494 0.824
H 1.614 1.459 1.579
H 1.394 1.070 -0.102
C -2.792 2.133 -1.113
C -1.806 1.182 -0.341
O -1.381 1.242 0.775
O -1.783 0.067 -1.108
H -3.079 1.527 -1.957
H -2.248 3.001 -1.479
H -3.519 2.418 -0.360
H -1.288 -0.688 -0.720

---

12.
19
Properties=species:S:1:pos:R:3 method="wB97M-V/def2-TZVPD" e_homo_ha=-0.2966 max_force_ha_per_bohr=0.0789 e_lumo_ev=0.76 energy_ev=-19628.6869 charge=0 relative_energy_kj_mol=335.16 homo_lumo_gap_ev=8.84
C -0.571 -0.596 1.406
N -0.064 -0.587 -0.002
C -0.646 -1.501 -0.944
N 0.095 0.705 -0.516
C -1.058 1.524 -0.286
C 1.358 1.333 -0.145
N 2.564 1.008 0.036
S 3.248 -0.457 -0.044
H -0.272 -1.615 1.697
H -1.553 -0.383 1.694
H 0.082 0.156 1.936
H -0.582 -2.562 -0.550
H -0.086 -1.593 -1.964
H -1.709 -1.480 -1.095
H -1.904 0.913 -0.753
H -0.914 2.425 -0.796
H -1.336 1.699 0.763
H 1.215 2.369 -0.068
H 2.131 -1.357 -0.369

---

13.
19
Properties=species:S:1:pos:R:3 method="wB97M-V/def2-TZVPD" e_homo_ha=-0.3282 max_force_ha_per_bohr=0.0416 e_lumo_ev=0.64 energy_ev=-19630.2950 charge=0 relative_energy_kj_mol=180.00 homo_lumo_gap_ev=9.57
H -0.029 2.261 1.058
N 0.576 2.585 0.297
C 1.090 1.580 -0.308
N 0.820 0.258 -0.184
C 1.973 -0.697 -0.375
N -0.001 -0.071 0.957
C -0.971 -1.073 0.551
C -1.905 -0.640 -0.553
S -2.924 0.870 -0.090
H 1.823 1.755 -1.096
H 1.505 -1.664 -0.449
H 2.597 -0.731 0.505
H 2.601 -0.575 -1.260
H 0.593 -0.537 1.645
H -1.576 -1.334 1.400
H -0.391 -1.919 0.197
H -1.347 -0.317 -1.414
H -2.632 -1.386 -0.856
H -1.803 1.636 -0.024

---

14.
19
Properties=species:S:1:pos:R:3 method="wB97M-V/def2-TZVPD" e_homo_ha=-0.6551 max_force_ha_per_bohr=0.0800 e_lumo_ev=-8.51 energy_ev=-19612.1319 charge=+2 relative_energy_kj_mol=311.37 homo_lumo_gap_ev=9.32
C 2.313 0.905 0.102
C -2.388 -0.610 0.441
C -2.847 0.132 -0.742
C -0.355 0.110 -0.502
N 3.249 0.630 -0.770
N 2.380 0.289 1.237
N -1.067 -1.054 0.071
S -1.365 1.251 -0.993
H -2.312 -0.012 1.373
H -3.126 -1.499 0.538
H -2.700 -0.465 -1.586
H -3.834 0.636 -0.686
H 1.479 1.459 0.077
H 3.171 1.124 -1.609
H 3.744 -0.292 -0.605
H 1.877 0.611 2.109
H 3.279 -0.144 1.410
H -0.502 -1.430 0.896
H -0.997 -1.643 -0.761

---

15.
19
Properties=species:S:1:pos:R:3 method="wB97M-V/def2-TZVPD" e_homo_ha=-0.4393 max_force_ha_per_bohr=0.1154 e_lumo_ev=-3.68 energy_ev=-10276.0380 charge=+1 relative_energy_kj_mol=497.05 homo_lumo_gap_ev=8.27
C 0.332 -0.505 0.014
C -1.415 0.540 0.516
C 1.176 0.595 0.470
C -2.548 0.346 -0.416
N -0.755 1.758 0.366
N 0.454 1.876 0.367
N 0.391 -1.738 0.566
N 2.415 0.893 -0.468
H 0.106 -0.624 -1.119
H -1.376 0.301 1.491
H 1.758 0.587 1.333
H -3.270 1.116 -0.534
H -3.117 -0.454 -0.003
H -2.299 0.139 -1.530
H 0.873 -1.738 1.485
H 0.684 -2.464 -0.079
H 3.160 0.182 -0.506
H 3.046 1.580 -0.157
H 1.985 1.124 -1.349

---

16.
20
Properties=species:S:1:pos:R:3 method="wB97M-V/def2-TZVPD" e_homo_ha="-0.4164 / -0.4164" max_force_ha_per_bohr=0.0843 e_lumo_ev="-3.57 / -3.57" energy_ev=-12323.3055 charge=+1 relative_energy_kj_mol=450.59 homo_lumo_gap_ev="7.76 / 7.76"
C 0.427 0.369 1.182
C -0.767 0.056 0.769
C -0.269 -0.489 -1.836
C 1.959 -0.074 -0.813
N 1.029 -0.887 -1.506
N 0.707 0.869 2.406
N -2.038 0.203 1.297
N -1.149 -0.619 -0.622
O 2.179 1.211 -1.156
H -0.212 0.593 -2.271
H -0.591 -1.084 -2.666
H 2.718 -0.619 -0.248
H 1.022 -1.868 -1.207
H 1.639 0.818 2.807
H 0.075 0.455 3.008
H -2.087 0.254 2.321
H -2.412 1.099 0.945
H -1.419 -1.601 -0.310
H -2.113 -0.163 -0.737
H 1.302 1.478 -1.363

---

17.
23
Properties=species:S:1:pos:R:3 method="wB97M-V/def2-TZVPD" e_homo_ha="-0.4491 / -0.4491" max_force_ha_per_bohr=0.1147 e_lumo_ev="-3.88 / -3.88" energy_ev=-18466.9594 charge=+1 relative_energy_kj_mol=75.23 homo_lumo_gap_ev="8.34 / 8.34"
C 0.895 1.505 0.163
C 1.485 -0.830 0.230
C -1.205 0.626 -0.476
C -1.082 -0.667 0.517
N -0.266 1.597 -0.303
N 1.774 2.421 0.445
N 2.492 -1.032 -0.585
N 0.121 -1.357 -0.190
O -1.234 0.067 -1.821
O -2.466 1.098 -0.191
O -0.792 -0.540 1.842
O -2.225 -1.514 0.250
H 1.600 -1.121 1.328
H 2.696 2.256 0.711
H 1.490 3.417 0.692
H 2.948 -2.007 -0.703
H 2.642 -0.651 -1.510
H -0.026 -1.083 -1.180
H 0.000 -2.355 -0.027
H -2.009 -0.498 -1.727
H -2.696 1.817 -0.730
H -1.203 0.089 2.367
H -2.939 -1.236 0.898

---

18.
24
Properties=species:S:1:pos:R:3 method="wB97M-V/def2-TZVPD" e_homo_ha=-0.3066 max_force_ha_per_bohr=0.0848 e_lumo_ev=0.48 energy_ev=-28752.4566 charge=0 relative_energy_kj_mol=85.12 homo_lumo_gap_ev=8.83
N 0.942 1.853 1.740
C 0.825 0.396 1.599
C 1.550 -0.061 0.372
C 0.859 0.151 -0.698
S 1.463 -0.276 -2.329
O 2.835 -0.004 -2.411
O 0.548 0.071 -3.399
O 1.330 -1.946 -2.116
N -0.437 0.395 -0.735
C -1.287 0.003 0.420
N -2.402 0.901 0.631
N -1.803 -1.268 0.121
N -0.533 -0.022 1.687
H 0.228 2.370 1.111
H 0.753 2.020 2.684
H 1.365 -0.059 2.346
H 2.602 -0.403 0.381
H 2.011 -2.246 -2.836
H -0.771 0.556 -1.684
H -3.268 0.616 0.116
H -2.537 0.915 1.671
H -2.472 -1.116 -0.722
H -1.094 -2.015 -0.200
H -0.706 -0.830 2.251

---

19.
22
Properties=species:S:1:pos:R:3 method="wB97M-V/def2-TZVPD" e_homo_ha=-0.4835 max_force_ha_per_bohr=0.0342 e_lumo_ev=-3.08 energy_ev=-15309.2386 charge=+1 relative_energy_kj_mol=44.45 homo_lumo_gap_ev=10.08
N 0.252 1.881 -3.033
C 0.172 1.354 -1.832
N 0.609 2.079 -0.780
C 0.399 1.354 0.276
N 0.780 1.648 1.500
C -0.243 -0.047 -0.022
N -1.586 0.013 0.470
N 0.493 -1.261 0.315
C 0.402 -2.127 1.557
O -0.909 -2.504 1.770
N -0.258 0.129 -1.496
H 0.635 2.816 -3.086
H -0.076 1.435 -3.872
H 1.249 2.517 1.706
H 0.602 1.009 2.261
H -2.180 -0.698 0.062
H -1.624 -0.105 1.475
H 1.429 -1.258 -0.065
H 0.736 -1.605 2.461
H 1.055 -2.973 1.331
H -1.191 -3.164 1.118
H -0.748 -0.492 -2.118

---

20.
17
Properties=species:S:1:pos:R:3 method="wB97M-V/def2-TZVPD" e_homo_ha="0.0164 / -0.1125" max_force_ha_per_bohr=0.0161 s2=0.75 multiplicity=2 e_lumo_ev="4.24 / 4.17" energy_ev=-7859.3330 charge=-1 relative_energy_kj_mol=306.89 homo_lumo_gap_ev="3.79 / 7.23"
C 0.931 -1.454 -0.868
O -0.049 -0.493 -0.973
C 1.236 -1.832 0.591
H 1.879 -1.125 -1.339
H 0.635 -2.370 -1.412
H 2.189 -2.358 0.697
H 0.403 -2.403 1.009
H 1.242 -0.930 1.203
C -0.497 1.550 0.786
C 0.380 1.360 -0.235
N -1.878 1.061 0.525
H -0.262 1.713 1.821
H 1.427 1.142 -0.018
H 0.273 1.698 -1.258
H -2.380 1.627 -0.181
H -1.756 0.108 0.122
H -2.464 1.079 1.399